Record 1
CH14O6 | wB97M-V/def2-TZVPD

Summary:
2S+1: 1
Total charge: 0
Structure (SMILES): CO.O.O.O.O.O
Max |F|: 1.94 eV Å⁻¹

The geometry in XYZ format:
```
21
Properties=species:S:1:pos:R:3:forces:R:3
C -0.48697 -3.95361 -0.19419 0.632 1.796 0.392
O -0.03598 -2.58797 -0.53424 -0.994 -1.031 0.709
H 0.24008 -4.36920 0.52424 -0.322 -0.294 -0.587
H -0.57930 -4.45355 -1.14312 -0.067 -0.770 0.063
H -1.44897 -3.81343 0.32440 0.183 -0.682 -0.319
H -0.73979 -2.12591 -0.06040 0.647 1.115 -0.306
O 0.34971 2.21289 2.71460 -1.018 0.057 -0.736
H 0.32239 2.02762 1.76248 0.702 -0.033 0.083
H -0.52987 2.62273 2.78045 0.349 0.008 0.537
O -1.47567 2.24409 -0.22596 -0.035 0.035 0.407
H -1.95981 2.06455 -1.03110 -0.239 -0.265 -0.191
H -0.70361 2.70789 -0.54735 0.449 0.178 -0.059
O 2.39372 2.52628 -0.32330 -0.510 0.138 0.310
H 3.32095 2.50194 -0.08292 0.116 -0.091 -0.163
H 2.29469 2.17162 -1.20886 0.185 -0.125 -0.224
O -1.08459 -0.59433 1.31236 0.452 0.259 0.491
H -1.14368 0.36754 1.38483 -0.404 0.002 -0.418
H -0.33778 -0.75814 1.90669 -0.136 -0.305 -0.127
O 0.52194 0.74062 -2.43868 0.130 1.665 0.484
H 0.68420 0.19769 -1.66674 -0.175 -0.771 -0.331
H 0.39833 0.27067 -3.25320 0.055 -0.884 -0.016
```
Forces are in eV/Å.

***

Record 2
C22H36BCl2LuN6S3 | wB97M-V/def2-TZVPD

Summary:
2S+1: 1
Total charge: +2
Max |F|: 3.28 eV Å⁻¹

The geometry in XYZ format:
```
71
Properties=species:S:1:pos:R:3:forces:R:3
Lu 1.01385 0.32877 -0.36227 0.113 0.268 -1.614
C -0.06512 2.42675 -3.77456 -0.189 -0.473 0.554
C -1.60628 2.30309 -3.60849 -0.138 0.516 -2.137
C -2.30849 3.60235 -3.20968 -0.399 -0.081 1.805
C -2.14090 1.92197 -4.96701 -0.418 -0.443 0.183
N -1.96823 1.17997 -2.76878 0.100 -0.204 1.827
C -2.73584 0.07081 -3.09028 0.375 -0.565 1.712
C -2.79735 -0.68387 -1.94635 1.375 1.600 -0.741
N -2.02452 -0.03604 -0.95314 -1.393 -0.687 -0.615
B -1.99009 -0.81696 0.38598 0.495 -0.203 -0.236
N -0.96330 -2.02928 0.27808 -0.932 0.572 0.771
C -1.10414 -2.92258 1.32541 1.347 -0.779 -0.543
C -0.04998 -3.78416 1.19267 -0.039 -0.637 1.792
N 0.76058 -3.36040 0.17427 -0.145 -0.603 0.041
C 0.14550 -2.34233 -0.44505 -0.623 0.536 0.048
S 0.54596 -1.65727 -2.00330 0.305 0.540 0.414
C 1.95176 -4.14172 -0.29333 1.172 0.731 0.229
C 3.18324 -3.17624 -0.54492 -0.645 -1.980 -0.315
C 2.53402 -4.98525 0.83453 0.294 -0.824 0.518
C 1.47345 -5.09006 -1.36221 0.324 1.021 -3.096
N -1.69781 0.18030 1.57782 -1.680 -1.550 -1.120
C -2.71598 1.06056 1.85626 1.891 0.241 0.691
C -2.21645 2.02676 2.62934 1.235 0.722 0.221
N -0.86139 1.74750 2.84588 -0.543 -1.495 -0.526
C -0.62711 0.54083 2.22763 1.895 1.894 0.185
S 0.94585 -0.21384 2.00362 -0.158 -0.549 1.521
C 0.00814 2.41929 3.86472 -0.386 -1.246 0.282
C -0.15039 1.56552 5.18658 0.422 0.582 -1.485
C -0.53146 3.79455 4.09485 0.496 1.182 0.706
C 1.45587 2.56130 3.40421 -0.214 -2.031 -0.784
C -1.57287 1.11800 -1.46120 -0.053 -0.276 -1.183
S -0.53835 2.33994 -0.76015 -0.043 -0.717 0.944
H 0.17919 2.85153 -4.72641 -0.125 0.056 -0.780
H 0.39139 3.10254 -3.07055 0.097 -0.030 0.380
H 0.39960 1.42049 -3.71659 -0.154 0.511 -0.004
H -1.82371 4.45212 -3.66060 0.418 0.274 -0.010
H -3.37774 3.70870 -3.48159 0.555 -0.651 -0.009
H -2.25613 3.66502 -2.09339 -0.078 0.541 -0.966
H -1.80979 2.65159 -5.64645 0.167 0.969 -1.061
H -1.71387 0.97818 -5.27372 -0.035 -0.348 -0.325
H -3.23446 1.90018 -4.95525 0.181 -0.142 -0.209
H -3.12752 -0.17161 -4.06166 -0.045 0.300 0.072
H -3.19919 -1.65185 -1.78939 -0.372 -0.450 0.177
H -3.06508 -1.32936 0.48626 0.031 0.205 0.431
H -1.88082 -2.90804 2.09425 0.275 0.165 -0.639
H 0.20045 -4.66684 1.81411 -0.183 0.923 -0.622
H 3.43708 -2.93970 0.49073 0.419 0.556 -0.489
H 4.00876 -3.82718 -0.98878 -1.067 1.169 0.410
H 2.91368 -2.32830 -1.15967 0.363 0.084 -0.116
H 2.67179 -4.43674 1.78357 -0.217 -0.167 -0.394
H 1.88214 -5.85201 0.99196 0.429 -0.073 0.261
H 3.57108 -5.32661 0.52128 -1.452 0.188 0.335
H 1.32632 -4.58493 -2.43964 0.532 -1.042 2.392
H 2.23134 -5.88367 -1.42340 -0.451 0.099 -0.383
H 0.50018 -5.50250 -1.11850 0.002 -0.250 0.247
H -3.67062 0.88381 1.55502 -2.394 -0.299 -1.010
H -2.65494 2.95647 2.92422 -0.167 0.018 0.418
H -1.13650 1.14836 5.24438 -0.761 0.275 0.250
H 0.49207 0.70935 5.25573 0.726 -0.345 -0.335
H 0.08388 2.21111 5.99809 -0.056 0.395 0.907
H -1.43905 3.79776 4.66822 -0.574 -0.033 0.232
H 0.22817 4.26837 4.73293 -0.393 0.133 -0.089
H -0.65310 4.45995 3.23215 0.116 -0.473 -0.132
H 1.94906 1.55960 3.29321 -0.337 1.196 0.443
H 1.48283 3.00975 2.40140 0.169 0.383 0.420
H 1.93595 3.11946 4.17790 0.642 0.553 0.108
Cl 4.13648 -0.31813 0.59332 -0.438 0.291 0.169
C 4.49857 0.45256 -0.90790 -0.395 0.270 -1.286
Cl 3.17141 1.61393 -1.53647 0.162 -0.817 0.589
H 4.67713 -0.25018 -1.72215 -0.288 -0.057 0.246
H 5.32181 1.10855 -0.81781 0.856 0.563 0.323
```
Forces are in eV/Å.

***

Record 3
C29H33N6O2RuS | wB97M-V/def2-TZVPD

Summary:
2S+1: 2
Total charge: +2
⟨S²⟩: 0.757
Max |F|: 0.71 eV Å⁻¹

The geometry in XYZ format:
```
72
Properties=species:S:1:pos:R:3:forces:R:3
Ru 0.67500 0.32186 -0.78553 0.259 0.268 -0.608
C -4.15978 -4.95829 0.13929 -0.001 -0.001 0.001
C -3.39842 -3.66537 0.04415 -0.009 0.013 -0.003
C -3.98803 -2.44188 0.25999 0.007 -0.018 -0.005
C -3.26529 -1.23039 0.21643 0.010 0.006 -0.017
C -4.04026 -0.05687 0.46772 -0.016 -0.009 0.015
N -3.71694 1.05717 1.05170 0.011 0.018 -0.036
C -2.52786 1.35422 1.85899 -0.008 -0.002 0.016
C -2.46551 0.39971 3.05515 0.002 0.006 0.001
C -1.29888 0.68794 3.98301 0.004 0.006 0.009
N -0.03269 0.44292 3.28789 -0.016 0.004 -0.003
C 1.13937 0.72876 3.76116 0.006 0.008 -0.018
C 2.34546 0.67820 3.01477 0.015 0.015 0.003
C 3.53253 1.09477 3.64873 0.008 0.000 -0.006
C 4.71176 1.26643 2.96017 0.002 0.001 0.005
C 5.98475 1.69930 3.63153 0.003 0.001 0.001
C 4.66036 1.06013 1.57997 -0.010 0.003 -0.005
C 3.51269 0.66801 0.89702 0.009 0.028 0.013
C 3.60319 0.54791 -0.54223 -0.011 -0.071 0.037
N 2.62172 0.44379 -1.35421 0.102 0.007 -0.006
C 2.92248 0.28348 -2.78456 -0.014 -0.023 0.020
C 2.04758 -0.80937 -3.38853 0.041 -0.074 -0.098
C 1.85775 -1.99548 -2.44969 0.041 -0.024 0.044
N 0.77543 -1.68443 -1.50037 -0.006 0.057 0.058
C -0.06089 -2.60758 -1.22583 -0.002 0.023 -0.046
C -1.31762 -2.47415 -0.50924 -0.036 -0.010 0.000
C -2.06428 -3.63813 -0.36532 0.005 0.007 -0.011
C -1.89107 -1.21115 -0.17621 -0.010 0.019 -0.079
O -1.28538 -0.08487 -0.32727 -0.072 -0.019 0.179
C 2.32795 0.38756 1.62166 -0.048 -0.064 0.006
O 1.25196 -0.12387 1.09712 -0.030 -0.117 0.037
H -5.08016 -4.83271 0.70633 -0.004 0.001 -0.005
H -3.56554 -5.72800 0.63041 -0.002 0.001 0.006
H -4.42570 -5.32834 -0.85205 0.006 -0.003 0.001
H -5.04473 -2.40182 0.50451 0.000 0.004 0.003
H -5.08209 -0.10021 0.16025 -0.006 -0.002 0.017
H -4.44102 1.76294 1.07589 0.001 -0.002 -0.001
H -2.63545 2.38545 2.19189 0.008 -0.002 0.006
H -1.64948 1.29675 1.21947 0.001 -0.005 0.006
H -2.40293 -0.63512 2.70935 0.006 0.002 0.004
H -3.38457 0.48431 3.63719 -0.003 0.002 -0.005
H -1.35486 0.04437 4.86110 -0.005 -0.007 -0.007
H -1.31802 1.72593 4.32054 0.000 -0.004 0.011
H -0.02833 0.10257 2.32086 0.013 -0.015 0.002
H 1.18127 1.09434 4.78399 -0.003 -0.006 0.004
H 3.50323 1.29522 4.71449 0.000 -0.001 0.001
H 5.87920 1.69464 4.71446 0.000 0.003 0.001
H 6.26396 2.70808 3.32513 0.001 -0.001 -0.002
H 6.80856 1.03473 3.37159 -0.001 -0.002 0.003
H 5.56318 1.22524 1.00001 0.002 0.001 0.001
H 4.61074 0.56904 -0.95750 -0.004 0.005 -0.003
H 3.97527 0.01298 -2.88876 0.006 0.057 -0.028
H 2.75184 1.23786 -3.28231 -0.039 0.017 -0.008
H 2.49859 -1.13614 -4.32602 0.034 -0.032 0.028
H 1.06297 -0.41483 -3.63828 0.049 0.005 0.029
H 2.77395 -2.20024 -1.88960 -0.003 0.000 0.010
H 1.60094 -2.89371 -3.01208 0.006 -0.009 0.018
H 0.12152 -3.60132 -1.63883 0.007 0.000 0.010
H -1.59325 -4.57745 -0.63894 0.000 -0.001 -0.002
C -0.38254 1.36267 -5.05593 0.002 0.030 0.033
C -0.90691 1.99644 -3.80709 0.093 -0.149 0.034
C -2.15141 2.59966 -3.75211 0.024 0.046 -0.006
C -2.55433 3.12754 -2.53688 -0.017 0.012 -0.008
N -1.78884 3.10382 -1.45022 0.111 0.150 -0.078
C -0.58500 2.56553 -1.61273 -0.159 0.223 0.220
S 0.47617 2.48194 -0.19956 -0.139 0.085 -0.025
N -0.11253 1.97581 -2.71583 -0.167 -0.460 0.280
H -1.02558 1.56690 -5.90821 -0.006 0.022 0.010
H -0.31643 0.28205 -4.93179 -0.058 -0.027 -0.042
H 0.61979 1.73443 -5.26821 -0.001 -0.001 -0.012
H -2.78951 2.64818 -4.62235 0.021 0.017 -0.011
H -3.52905 3.59017 -2.42966 -0.014 -0.012 0.002
```
Forces are in eV/Å.

***

no.,energy (Eh)
1,-497.900461
2,-4563.452901
3,-2096.540943